Computed, not measured: one molecule with the formula C5H4ClF3O2 at a distorted geometry, with ωB97M-V/def2-TZVPD.

```
15
Properties=species:S:1:pos:R:3:forces:R:3
Cl -1.83273 -2.61996 0.16664 0.669 0.363 -0.239
F 0.25130 3.55197 0.77398 -0.593 -0.917 -0.780
F -1.59367 2.56960 0.01660 1.690 -0.069 -0.096
F 0.40435 2.13139 -0.94613 -1.319 0.807 1.342
O -0.48489 -0.04524 0.88427 -0.321 1.050 -0.375
O 1.40359 -0.49130 -0.27818 -0.663 0.432 0.241
C -0.29673 -2.03465 -0.48009 -0.167 -1.914 -1.900
C 0.32583 -2.73299 -1.49300 -0.722 1.829 1.654
C -0.25355 2.40111 0.23902 0.471 -0.663 -0.168
C 0.01837 1.27349 1.25226 0.826 -0.620 1.225
C 0.26479 -0.76477 0.02987 1.921 -0.044 0.101
H 1.26919 -2.38611 -1.92680 -0.421 0.063 0.426
H 1.12360 1.19757 1.49706 -1.249 0.258 -0.733
H -0.47838 1.54679 2.21325 0.097 -0.313 -0.911
H -0.12106 -3.59690 -1.94874 -0.221 -0.262 0.212
```
Forces are in eV/Å.

Computed properties:
frontier orbital gap	0.36488	Eh
E_tot	-1103.188701	Ha
SMILES	C=C(Cl)C(=O)OCC(F)(F)F
HOMO level	-10.069	eV
energy above the lowest of the compared OMol25 structures with the same formula, charge and spin	0.6	kcal per mole
LUMO level	-0.14	eV
F_max	2.70	eV/Å
charge	0

***

Computed, not measured: C13H34CoO5 as an isolated structure at a distorted geometry, with ωB97M-V/def2-TZVPD.

```
53
Properties=species:S:1:pos:R:3:forces:R:3
Co 0.47874 -0.14528 -0.69138 0.045 -0.638 -1.364
O 0.34777 1.97344 -0.98635 -0.444 -0.197 -0.043
O 1.47151 -2.19876 -0.10490 -0.194 -0.593 0.256
O 2.39046 0.21348 -1.22958 -0.253 0.201 0.519
O -1.06270 -0.78692 -1.71220 0.898 0.598 0.334
O -0.01267 0.02878 1.32614 -0.292 0.426 0.543
C -1.78733 3.09910 -0.82162 -0.073 -1.429 0.871
C -1.20378 0.58246 1.93625 -1.077 -0.513 -0.832
C -3.47011 -0.61577 -1.51981 0.150 -1.011 1.427
C -0.32089 3.10935 -0.42216 0.089 0.537 -1.495
C 1.75142 -2.93938 1.10667 -0.986 0.890 -0.303
C -2.31447 -0.45762 1.86594 1.258 -1.830 0.951
C 0.42938 -3.30373 1.74518 -0.066 -0.242 0.382
C -2.23507 -1.51355 -1.70512 0.425 -0.070 0.126
C -0.88841 1.04755 3.34081 -1.554 1.258 -0.264
C 0.31904 4.34853 -1.01630 1.050 1.257 0.215
C 2.92177 0.32606 -2.51591 -0.827 -1.260 0.387
C 3.07537 -1.04716 -3.16765 0.225 -1.017 0.373
C 2.60210 -2.07230 2.02391 0.638 -0.578 0.040
H -2.30989 -1.06759 0.95988 -0.304 0.990 -0.626
H 2.11067 -1.25329 2.55234 -0.419 -0.106 -0.218
H 1.26859 2.15560 -1.22424 0.111 -0.132 0.191
H -0.00631 1.68595 3.38132 0.485 -0.672 0.223
H -1.63629 1.35753 1.30107 1.019 0.550 -0.008
H -3.26588 0.22622 -0.85570 0.423 0.455 -0.718
H -0.28294 5.25094 -0.88690 -0.003 -0.090 0.508
H 3.82168 -1.69839 -2.68917 0.395 0.580 0.148
H 3.00850 -2.71721 2.80763 0.220 0.138 -0.006
H 0.65671 -3.82584 2.67869 -0.241 0.033 0.066
H -1.65791 1.78420 3.61060 -0.156 -0.153 -0.057
H -2.17713 2.09983 -0.59994 -0.032 -0.021 -0.296
H 1.32267 4.53516 -0.61485 -0.195 0.060 0.389
H -4.14730 -1.14638 -0.83419 -0.590 -0.253 -0.821
H -1.05339 0.26340 4.07796 0.871 -0.147 0.041
H -2.19010 -2.33689 -0.96653 -0.212 0.220 0.300
H 2.26162 -3.86443 0.83295 0.282 0.119 0.067
H -0.15860 -2.41339 1.96106 0.124 0.059 0.083
H 3.40485 -1.62441 1.43845 0.128 -0.075 0.120
H -2.39619 -2.06529 -2.64712 0.242 0.144 -0.131
H 2.18525 -1.66491 -2.99788 -0.413 0.451 -0.598
H -0.21280 3.04728 0.66268 0.029 0.292 0.041
H -1.98628 -1.28361 2.52124 -0.569 0.336 0.647
H -1.93356 3.26856 -1.88440 -0.012 0.271 0.031
H 0.57146 -0.18431 2.05957 0.325 -0.147 -0.277
H -3.28683 -0.07159 2.15468 -0.061 -0.067 -0.091
H -3.88575 -0.37994 -2.49235 -0.343 0.430 0.241
H 0.52831 4.38762 -2.09005 -0.544 -0.964 -0.128
H -0.20999 -3.94531 1.13939 0.255 -0.068 -0.191
H 2.05654 -2.53288 -0.79012 0.035 0.457 -0.203
H 2.18529 0.86200 -3.13415 0.581 0.490 -0.370
H -2.36936 3.74542 -0.16441 0.092 0.448 -0.342
H 3.36035 -0.99538 -4.22079 -0.300 -0.023 -0.072
H 3.93186 0.75306 -2.49861 -0.234 0.604 -0.066
```
Forces are in eV/Å.

Computed properties:
frontier orbital gap (spin up / spin down)	0.30401 / 0.29962	Eh
E_tot	-2274.600545	Ha
HOMO level (spin up / spin down)	-7.787 / -7.670	eV
energy above the lowest of the compared OMol25 structures with the same formula, charge and spin	9.9	kcal per mole
2S+1	4
LUMO level (spin up / spin down)	0.49 / 0.48	eV
F_max	2.42	eV/Å
charge	0

***

Computed, not measured: a 2-piece molecular cluster, C4H11N3O overall at a distorted geometry, with ωB97M-V/def2-TZVPD.

```
19
Properties=species:S:1:pos:R:3:forces:R:3
O 1.29828 -0.52416 -1.40656 -0.927 0.149 0.376
N -1.61909 -1.08646 -1.27086 0.578 0.116 -0.591
N -2.03928 -1.10829 -0.02138 0.179 0.371 1.626
N -1.24064 -0.63667 0.83113 -0.449 -0.468 -1.577
C 0.70921 1.66468 -0.21002 -0.127 -0.288 -0.099
C -1.77714 -0.61104 2.16715 -0.365 -0.249 0.112
C 1.45412 0.36177 -0.25356 0.334 -0.176 -0.150
C 2.52102 0.12477 -1.22587 0.925 0.294 0.246
H 3.35578 -0.52349 -0.95552 -0.092 0.101 -0.120
H -1.14954 -1.23260 2.80504 0.023 -0.003 0.108
H -0.63369 -0.89924 -1.47647 -0.306 -0.120 0.145
H -2.81014 -0.97299 2.20641 0.071 0.034 0.014
H 0.60815 2.08808 -1.20683 0.040 0.066 -0.075
H -2.15979 -1.65287 -1.90274 0.058 0.072 0.172
H 1.49540 -0.18450 0.68661 -0.015 0.021 -0.210
H -0.28023 1.51370 0.21574 -0.020 0.023 -0.052
H 2.74846 0.90373 -1.95102 0.029 -0.053 0.023
H -1.73101 0.41007 2.54271 -0.008 0.066 0.074
H 1.25013 2.36548 0.42605 0.074 0.045 -0.023
```
Forces are in eV/Å.

Computed properties:
frontier orbital gap	0.37601	Eh
E_tot	-398.411497	Ha
SMILES	C[C@@H]1CO1.C/N=N/N
HOMO level	-9.062	eV
energy above the lowest of the compared OMol25 structures with the same formula, charge and spin	89.5	kcal per mole
LUMO level	1.17	eV
F_max	1.71	eV/Å
charge	0

***

Computed, not measured: C8H15F6N3O2S4Sb2Ti as an isolated structure at a distorted geometry, with ωB97M-V/def2-TZVPD.

```
41
Properties=species:S:1:pos:R:3:forces:R:3
Sb 0.02290 0.75737 -3.54199 -0.094 0.100 -0.212
Sb -1.41657 -1.50224 2.15970 -0.301 0.182 0.001
Ti 0.03089 0.35706 -0.06922 -0.262 -0.675 0.206
S 0.21476 0.16118 2.37860 0.143 0.000 0.222
S -3.52082 -0.65046 2.58270 0.115 -0.128 -0.008
S -1.13654 -1.70940 -0.19608 -0.161 0.054 -0.164
S 3.07964 0.40881 -1.11079 -0.478 -0.226 0.000
F -1.49899 0.59308 -2.44290 -0.487 -0.044 0.193
F -0.70880 -0.28708 -4.89206 -0.095 -0.151 -0.251
F -0.63517 2.34814 -4.26055 -0.095 0.293 -0.074
F 1.66925 0.97974 -4.37957 0.412 0.104 -0.183
F 0.68450 -0.74340 -2.61716 0.194 -0.312 0.146
F 0.68187 1.74921 -1.99638 0.125 -0.182 0.265
O 1.93161 -0.02318 -0.16204 1.215 0.261 -0.266
O 0.26424 2.57146 0.50362 0.123 0.256 -0.008
N -3.15946 3.24034 0.21649 0.107 0.126 -0.009
N -3.87462 1.06378 -0.39448 -0.016 -0.041 0.118
N -1.69073 1.55689 0.17980 -0.120 0.402 -0.045
C -0.95750 2.66050 0.41062 -0.132 0.152 -0.032
C 3.51074 2.07699 -0.54654 0.025 0.029 0.016
C -1.86063 3.87155 0.45862 -0.127 -0.059 -0.009
C 5.03988 0.64917 0.69219 -0.019 -0.020 -0.003
C -4.33783 3.97717 -0.19408 0.007 0.005 0.082
C 4.93620 2.00523 -0.00286 -0.025 -0.016 -0.032
C -2.95691 1.93144 -0.00513 -0.184 -0.245 -0.006
C 4.51199 -0.35315 -0.32969 0.056 -0.023 0.087
H 3.34606 2.76900 -1.36910 0.053 0.005 -0.004
H 6.05840 0.40620 0.99305 -0.001 0.005 -0.011
H -3.58880 0.09030 -0.35706 -0.011 0.001 -0.019
H 4.15186 -1.29888 0.07302 0.050 0.003 0.015
H 4.40840 0.62883 1.58267 0.005 0.012 -0.002
H -1.60292 4.58164 -0.32859 0.022 0.010 -0.018
H -4.36200 4.92522 0.33739 0.017 0.013 0.004
H -4.85326 1.25854 -0.27808 -0.014 0.036 -0.065
H -1.80858 4.36231 1.43012 -0.046 0.033 0.024
H 2.77915 2.27718 0.23750 -0.001 0.040 -0.001
H 5.65961 2.05708 -0.82053 -0.013 0.023 0.001
H -4.34524 4.16727 -1.26912 0.017 -0.008 -0.019
H 5.22989 -0.55321 -1.12754 0.003 0.035 0.014
H -5.24039 3.43438 0.08152 0.004 -0.023 0.005
H 5.13311 2.84586 0.66135 -0.010 -0.028 0.044
```
Forces are in eV/Å.

Computed properties:
frontier orbital gap (spin up / spin down)	0.27456 / 0.21664	Eh
E_tot	-4150.810698	Ha
HOMO level (spin up / spin down)	-7.370 / -7.937	eV
energy above the lowest of the compared OMol25 structures with the same formula, charge and spin	0.0	kcal per mole
2S+1	3
LUMO level (spin up / spin down)	0.10 / -2.04	eV
F_max	1.27	eV/Å
charge	0

***

Computed, not measured: one molecule with the formula C4H11NO3 at a distorted geometry, with ωB97M-V/def2-TZVPD.

```
19
Properties=species:S:1:pos:R:3:forces:R:3
O -1.42237 1.75317 -0.47779 -0.159 0.022 0.117
O -0.91803 -0.80727 -1.28917 -0.064 0.212 0.216
O -0.05085 2.64869 1.50550 -2.192 -1.136 -0.729
N -0.40332 -1.66651 0.81204 -0.063 0.107 0.213
C 1.38216 -1.38764 -0.79371 -0.300 -0.340 -0.013
C -0.77238 1.29643 0.63208 2.110 4.245 2.151
C 0.06301 -0.85667 -0.25566 2.291 1.718 0.412
C 0.56223 0.80675 0.43258 -1.490 -5.424 -2.344
H 1.23438 -2.38410 -1.22057 0.052 -0.045 -0.031
H -2.13791 1.13935 -0.69670 0.054 0.145 0.117
H -0.30405 -2.65831 0.62010 -0.077 0.123 -0.083
H 1.77688 -0.73931 -1.57486 -0.023 0.031 -0.018
H -1.37924 0.82132 1.40259 0.001 0.110 -0.168
H 0.01475 3.37153 0.86727 -0.266 -0.131 -0.090
H -0.60918 -0.22204 -1.99109 0.062 0.001 0.041
H -1.36817 -1.46945 1.04399 0.004 -0.084 0.002
H 1.12801 1.29963 -0.35085 -0.039 0.158 0.183
H 2.11574 -1.45404 0.00659 0.032 0.031 0.033
H 1.08834 0.50850 1.32764 0.065 0.259 -0.010
```
Forces are in eV/Å.

Computed properties:
frontier orbital gap	0.33471	Eh
E_tot	-439.397385	Ha
SMILES	C[C@](N)(O)CC(O)O
HOMO level	-8.505	eV
energy above the lowest of the compared OMol25 structures with the same formula, charge and spin	80.7	kcal per mole
LUMO level	0.60	eV
F_max	6.09	eV/Å
charge	0